Record 1
ORCA calculation (wB97M-V/def2-TZVPD) on one molecule with the formula C6H14O.

Properties
DFT total energy: -312.18166 hartree
highest occupied orbital energy: -10.18 eV
SMILES string: CC(C)CCCO
molecular weight: 102.177 u

Structure (ORCA input):
```
! RIJCOSX wB97M-V def2-TZVPD def2/J DEFGRID3
* xyz 0 1
C 0.7547 0.6318 2.2120
C -0.0078 -0.0900 1.0915
C -1.4844 -0.3153 1.5199
C 0.0446 0.6969 -0.3007
C -0.5133 -0.2591 -1.3844
C 0.5320 -0.8241 -2.3400
O 1.1758 0.2262 -3.0493
H 0.5182 0.3187 3.2072
H 0.7141 1.7259 2.0749
H 1.7250 0.5179 2.0332
H 0.2458 -1.1877 1.0404
H -1.7595 -1.3236 1.6727
H -2.0758 0.2426 0.7203
H -1.6872 0.1556 2.5065
H 1.0838 1.0196 -0.4969
H -0.4601 1.6769 -0.3906
H -0.8694 -1.1415 -0.8139
H -1.2380 0.2499 -1.9598
H 1.2545 -1.4383 -1.8810
H 0.1174 -1.4826 -2.9660
H 1.9295 0.6003 -2.4960
*
```

***

Record 2
ORCA calculation (wB97M-V/def2-TZVPD) on a 2-piece molecular cluster, C3H8ClN overall.

Properties
DFT total energy: -634.00504 hartree
highest occupied orbital energy: -8.55 eV
SMILES string: C=C(C)N.Cl
molecular weight: 93.557 u

Structure (ORCA input):
```
! RIJCOSX wB97M-V def2-TZVPD def2/J DEFGRID3
* xyz 0 1
C -0.3367 0.7751 0.9736
C -0.8088 -0.2530 0.2981
C 0.1941 -1.2200 -0.1739
N -2.1127 -0.7435 -0.0504
H -0.9359 1.3963 1.5949
H 0.7727 0.8464 0.8348
H 1.1369 -0.9692 0.2215
H -0.0897 -2.1377 0.1746
H 0.3353 -1.1632 -1.3093
H -1.9545 -1.3781 -0.8891
H -2.8541 -0.0804 -0.2140
Cl 4.2706 0.2825 0.0856
H 3.1220 0.9088 -0.0450
*
```

***

Record 3
ORCA calculation (wB97M-V/def2-TZVPD) on C9H13N2 as an isolated structure.

Properties
DFT total energy: -459.91399 hartree
highest occupied orbital energy: -12.57 eV
molecular weight: 149.217 u

Structure (ORCA input):
```
! RIJCOSX wB97M-V def2-TZVPD def2/J DEFGRID3
* xyz 1 1
C -3.7237 -0.2811 0.0438
C -2.8010 -1.3303 0.1586
C -3.2191 0.8803 -0.3652
C -1.4186 -1.1765 0.0480
C -1.8137 1.1688 -0.2630
C -0.8646 0.1125 -0.2438
C 1.4375 1.2275 -0.8254
C 1.6317 -0.2343 -0.9124
C 0.5465 0.3663 -0.1188
N 1.1314 0.1674 1.4737
N 2.6532 -0.9582 -0.0728
H -4.7288 -0.6909 0.1199
H -3.1970 -2.3597 0.2557
H -3.8262 1.7047 -0.7335
H -0.9922 -2.0997 -0.0639
H -1.4804 2.1424 -0.5005
H 2.0712 1.7673 -0.1318
H 1.2489 1.7329 -1.7637
H 1.4850 -0.6767 -1.8971
H 0.4216 -0.2457 2.1459
H 1.5757 1.0158 1.8039
H 2.5226 -1.9472 -0.1617
H 2.1274 -0.5741 1.0889
H 3.4631 -0.3794 -0.0184
*
```

***

Record 4
ORCA calculation (wB97M-V/def2-TZVPD) on C42H53BaClN3O2P2 as an isolated structure.

Properties
DFT total energy: -3115.57148 hartree
highest occupied orbital energy: -4.05 eV
molecular weight: 866.634 u

Structure (ORCA input):
```
! RIJCOSX wB97M-V def2-TZVPD def2/J DEFGRID3
* xyz -1 1
Ba -0.0561 -1.1220 0.1213
C -0.8887 -4.0038 -5.3024
C -1.2298 -3.5587 -3.8784
C -2.7449 -3.5355 -3.6467
P -0.4934 -2.0416 -3.0944
C 1.3263 -2.0140 -3.5283
C 2.0036 -3.3129 -3.0860
C 1.7035 -1.6113 -4.9535
C -1.0868 -0.5448 -3.9390
C -1.7138 -0.5615 -5.1800
C -2.1191 0.5907 -5.8437
C -2.8265 0.5203 -7.1751
C -1.8327 1.8019 -5.2242
C -1.2098 1.8584 -3.9897
C -0.8327 0.6933 -3.2785
N -0.1693 0.7064 -2.0834
C -0.1361 1.8264 -1.2853
C -1.2619 2.6437 -1.0385
C -1.2276 3.6918 -0.1420
C -0.0676 4.0004 0.5652
C -0.0194 5.1458 1.5475
C 1.0458 3.2080 0.3386
C 1.0485 2.1302 -0.5555
P 2.4804 1.0284 -0.8032
C 3.6920 1.3188 0.5887
C 3.0562 0.9521 1.9350
C 4.5052 2.6146 0.6515
C 3.3652 1.7522 -2.2690
C 2.4383 1.8714 -3.4794
C 4.5743 0.8770 -2.5979
H -1.2167 -5.0396 -5.4356
H 0.1789 -3.9717 -5.5010
H -1.3935 -3.4061 -6.0604
H -0.8200 -4.3177 -3.2020
H -3.2252 -2.7563 -4.2414
H -2.9726 -3.3481 -2.5964
H -3.1853 -4.4964 -3.9265
H 1.6805 -1.2127 -2.8663
H 1.7196 -4.1481 -3.7317
H 1.7387 -3.5765 -2.0603
H 3.0908 -3.2064 -3.1417
H 1.4473 -2.3854 -5.6769
H 2.7845 -1.4465 -5.0173
H 1.1999 -0.6917 -5.2558
H -1.8940 -1.5114 -5.6633
H -2.3042 -0.1418 -7.8699
H -2.8849 1.5084 -7.6342
H -3.8483 0.1441 -7.0724
H -2.0966 2.7316 -5.7210
H -0.9915 2.8271 -3.5585
H -2.1854 2.4090 -1.5542
H -2.1279 4.2750 0.0236
H -1.0108 5.5802 1.6833
H 0.6470 5.9408 1.2032
H 0.3420 4.8178 2.5248
H 1.9460 3.4401 0.8871
H 4.4095 0.5184 0.3722
H 2.2878 1.6610 2.2455
H 3.8171 0.9246 2.7185
H 2.5923 -0.0370 1.9033
H 3.9014 3.4905 0.8816
H 5.0284 2.8084 -0.2859
H 5.2601 2.5255 1.4382
H 3.7089 2.7534 -1.9947
H 2.0450 0.8944 -3.7715
H 2.9866 2.2909 -4.3279
H 1.5873 2.5176 -3.2677
H 4.2495 -0.1350 -2.8542
H 5.2701 0.8048 -1.7589
H 5.1194 1.2857 -3.4530
Cl 0.3011 -4.9629 -0.1274
C 1.3133 -3.6348 0.7371
H 2.3310 -3.9480 0.4736
H 1.1932 -3.9447 1.7834
O -2.3743 -0.9562 1.4623
C -1.8353 -0.7741 2.5677
N -2.5227 -0.7316 3.7539
C -1.6351 -0.4918 4.8688
C -0.2640 -0.4214 4.0846
O 0.7915 -0.2182 4.6489
N -0.5031 -0.5848 2.7664
C -1.9352 0.8655 5.5036
C -1.5891 2.0289 4.8186
C -1.9100 3.2749 5.3312
C -2.5833 3.3815 6.5418
C -2.9366 2.2298 7.2287
C -2.6141 0.9805 6.7114
C -1.5774 -1.6354 5.8664
C -0.7043 -1.5477 6.9521
C -0.6111 -2.5848 7.8649
C -1.3879 -3.7281 7.7106
C -2.2490 -3.8247 6.6302
C -2.3407 -2.7846 5.7118
H -3.5239 -0.7899 3.7920
H -1.0609 1.9548 3.8739
H -1.6293 4.1679 4.7860
H -2.8280 4.3557 6.9467
H -3.4637 2.2985 8.1724
H -2.8898 0.0876 7.2587
H -0.0856 -0.6660 7.0568
H 0.0774 -2.5056 8.6974
H -1.3138 -4.5396 8.4240
H -2.8477 -4.7163 6.4904
H -2.9968 -2.8812 4.8569
*
```

***

Record 5
ORCA calculation (wB97M-V/def2-TZVPD) on C17H34BaN2OPS as an isolated structure.

Properties
DFT total energy: -1617.83315 hartree
highest occupied orbital energy: -1.71 eV
molecular weight: 482.841 u

Structure (ORCA input):
```
! RIJCOSX wB97M-V def2-TZVPD def2/J DEFGRID3
* xyz -1 1
Ba -1.1068 -1.1524 1.4085
C -4.7803 -3.3745 1.6760
C -3.4277 -2.6886 1.5793
O -2.5944 -3.3019 0.8728
H -4.7126 -4.4547 1.5044
H -5.4011 -2.9364 0.8859
H -5.2731 -3.1602 2.6249
C 0.3458 -4.7222 -0.0123
N 1.5134 -3.8586 -0.0382
C 2.3237 -3.5920 -1.1330
C 3.2892 -2.7497 -0.7167
N 3.0711 -2.5243 0.6242
C 1.9733 -3.1866 1.0456
S 1.2899 -3.1975 2.5948
H 0.3148 -5.2834 -0.9428
H -0.5729 -4.1489 0.1195
H 0.4295 -5.4030 0.8335
H 2.1256 -4.0164 -2.1002
H 4.0811 -2.2613 -1.2539
H 3.5305 -1.8096 1.1884
C -3.5444 0.9610 -1.1450
C -2.1904 1.6880 -1.1680
C -2.4906 3.1966 -1.0737
C -1.5599 1.4297 -2.5399
C -1.3380 1.1838 0.0081
H -4.2249 1.3345 -1.9208
H -4.0319 1.0944 -0.1751
H -3.4051 -0.1125 -1.2996
H -3.1752 3.5248 -1.8666
H -1.5761 3.7855 -1.1519
H -2.9534 3.4283 -0.1107
H -2.2114 1.8104 -3.3345
H -1.4178 0.3599 -2.7129
H -0.5886 1.9195 -2.6370
H -1.8661 1.5278 0.9283
C 2.3735 0.7133 -1.6974
C 1.1373 0.2722 -0.9241
P 0.4440 1.3869 0.4293
C 0.9485 3.0775 -0.1524
C 0.5123 4.1333 0.8582
C 3.0438 1.1739 1.4587
C 2.8448 1.6067 2.9013
H 2.6006 0.0129 -2.5108
H 3.2377 0.7961 -1.0388
H 2.2204 1.6927 -2.1550
H 1.3671 -0.6814 -0.4294
H 0.3260 0.0662 -1.6212
H 0.5116 3.2729 -1.1357
H 2.0341 3.0773 -0.2426
H -0.5611 4.0708 1.0538
H 0.7326 5.1483 0.5133
H 1.0315 3.9752 1.8055
H 3.9924 1.5668 1.0526
H 3.0790 0.0734 1.3856
H 2.9563 2.6957 2.9857
H 3.5069 1.1752 3.6712
H 1.8153 1.3850 3.2305
*
```

***

In the order shown, the computed energy relative to the best compared isomer or geometry (same formula, charge and spin) values come out to 46.0 18.6 62.8 0.0 0.0 kcal/mol.
In the order shown, the computed orbital gap values come out to 11.127 9.343 9.550 6.458 4.074 eV.